# 1
{
  "formula": "C27H57N4O6",
  "method": "ωB97M-V with the def2-TZVPD basis set",
  "symbols": ["N", "O", "O", "O", "C", "C", "C", "C", "C", "C", "N", "O", "C", "C", "C", "H", "H", "H", "H", "H", "H", "H", "H", "H", "H", "H", "H", "H", "H", "H", "H", "H", "H", "H", "C", "C", "C", "C", "C", "C", "N", "O", "C", "C", "C", "H", "H", "H", "H", "H", "H", "H", "H", "H", "H", "H", "H", "H", "H", "H", "H", "H", "H", "H", "C", "C", "C", "C", "C", "C", "N", "O", "C", "C", "C", "H", "H", "H", "H", "H", "H", "H", "H", "H", "H", "H", "H", "H", "H", "H", "H", "H", "H", "H"],
  "xyz": [[-1.3031, 7.3702, -2.1025], [-0.2847, 6.7697, -2.5042], [-1.2536, 8.0940, -1.0850], [-2.3851, 7.2216, -2.7118], [1.2363, 6.1618, -7.1109], [0.3390, 4.9353, -7.2343], [0.5729, 4.0138, -6.0427], [-0.1202, 4.5174, -4.7788], [-1.5921, 4.7260, -4.9774], [-1.9343, 5.6196, -6.1833], [-1.0746, 5.2759, -7.3193], [-1.2694, 6.1930, -8.4020], [-3.3910, 5.3338, -6.5778], [-1.7730, 7.0825, -5.7073], [0.6849, 4.1642, -8.4873], [2.2770, 5.7970, -7.1174], [1.2067, 6.5840, -6.1033], [1.1101, 6.9307, -7.8655], [0.0306, 3.0922, -6.3102], [1.6243, 3.7610, -5.9299], [0.3613, 5.4431, -4.4500], [0.1244, 3.8020, -3.9869], [-1.9220, 5.2202, -4.0586], [-2.1319, 3.7773, -5.0791], [-3.5588, 4.2597, -6.5000], [-4.0967, 5.9263, -5.9988], [-3.5979, 5.6062, -7.6198], [-0.8662, 7.2359, -5.1357], [-1.8147, 7.6522, -6.6478], [-2.6691, 7.4182, -5.1951], [1.7411, 3.8859, -8.5742], [0.5352, 4.8012, -9.3710], [0.0777, 3.2810, -8.6885], [-1.9828, 5.7709, -8.8883], [-6.0874, 4.3644, 0.6672], [-4.9446, 5.0367, -0.0942], [-3.9719, 3.9783, -0.6612], [-4.4731, 3.3252, -1.9603], [-4.9340, 4.3798, -2.9344], [-5.9320, 5.4283, -2.4340], [-5.3698, 5.9246, -1.1720], [-6.2351, 6.9201, -0.6193], [-5.9521, 6.5498, -3.4309], [-7.2913, 4.7275, -2.2896], [-4.0971, 5.8721, 0.8633], [-6.6886, 3.6756, 0.0900], [-5.6426, 3.8049, 1.5060], [-6.6472, 5.1022, 1.2520], [-3.0599, 4.5156, -0.9233], [-3.8745, 3.2137, 0.1084], [-3.6474, 2.7577, -2.4017], [-5.2021, 2.5392, -1.7224], [-5.4366, 3.8417, -3.7571], [-4.0927, 4.8591, -3.4381], [-6.3493, 6.2972, -4.4214], [-4.9696, 6.9906, -3.6064], [-6.6163, 7.3641, -3.1162], [-7.7728, 4.6755, -3.2758], [-8.0552, 5.2609, -1.7125], [-7.1895, 3.6990, -1.9585], [-3.5314, 5.2215, 1.5359], [-3.3837, 6.4724, 0.2988], [-4.7099, 6.5404, 1.4728], [-7.1028, 6.4954, -0.5445], [-1.5451, 13.1636, -4.1308], [-1.0487, 11.7998, -3.6118], [0.4784, 11.7422, -3.6728], [1.1763, 12.3646, -2.4676], [0.6189, 11.7366, -1.1800], [-0.8974, 11.8954, -1.1207], [-1.5467, 11.3966, -2.3038], [-2.9413, 11.5396, -2.2198], [-1.3244, 11.0299, 0.0976], [-1.2157, 13.3558, -0.7058], [-1.5321, 10.7496, -4.6280], [-2.6309, 13.2696, -4.0016], [-1.2969, 13.2580, -5.1828], [-1.2195, 14.0238, -3.5367], [0.7599, 10.6836, -3.6362], [0.8867, 12.1498, -4.5969], [1.0574, 13.4577, -2.4700], [2.2579, 12.2064, -2.5383], [1.0848, 12.2458, -0.3367], [0.9601, 10.6993, -1.1897], [-0.6723, 11.2981, 0.9353], [-2.3433, 11.2461, 0.4215], [-1.1751, 9.9752, -0.1284], [-2.2655, 13.4328, -0.3950], [-0.6031, 13.6608, 0.1373], [-1.1219, 14.0698, -1.5251], [-1.3411, 11.0972, -5.6474], [-2.6018, 10.5515, -4.5411], [-1.0167, 9.7981, -4.5038], [-3.1086, 12.4549, -1.9465]],
  "lowdin_charge": [-0.598, -0.069, -0.070, -0.073, -0.025, -0.549, -0.139, -0.187, -0.145, -0.485, -0.083, -0.038, -0.020, -0.028, -0.060, 0.084, 0.077, 0.080, 0.118, 0.119, 0.088, 0.117, 0.096, 0.110, 0.076, 0.071, 0.068, 0.066, 0.080, 0.065, 0.082, 0.076, 0.081, 0.087, -0.038, -0.531, -0.119, -0.177, -0.145, -0.519, -0.070, -0.024, -0.036, -0.033, -0.031, 0.062, 0.085, 0.080, 0.125, 0.114, 0.108, 0.102, 0.125, 0.101, 0.083, 0.081, 0.084, 0.085, 0.077, 0.064, 0.084, 0.088, 0.079, 0.067, -0.038, -0.509, -0.140, -0.186, -0.139, -0.517, -0.080, 0.001, -0.029, -0.036, -0.030, 0.079, 0.077, 0.060, 0.122, 0.121, 0.103, 0.106, 0.112, 0.131, 0.079, 0.078, 0.055, 0.075, 0.083, 0.058, 0.080, 0.088, 0.075, 0.078],
  "e_above_lowest_kj_mol": 0.0,
  "total_charge": -1,
  "e_homo_ev": -4.8,
  "homo_lumo_gap_ev": 7.43
}

=====

# 2
{
  "formula": "C27H58BClFO12P2S2",
  "method": "ωB97M-V with the def2-TZVPD basis set",
  "symbols": ["C", "O", "B", "O", "P", "S", "O", "O", "F", "O", "C", "C", "Cl", "P", "S", "O", "H", "H", "H", "H", "H", "H", "H", "H", "H", "H", "C", "C", "C", "O", "C", "H", "H", "H", "H", "H", "H", "H", "H", "C", "C", "C", "O", "C", "H", "H", "H", "H", "H", "H", "H", "H", "C", "C", "C", "O", "C", "H", "H", "H", "H", "H", "H", "H", "H", "C", "C", "C", "O", "C", "H", "H", "H", "H", "H", "H", "H", "H", "C", "C", "C", "O", "C", "H", "H", "H", "H", "H", "H", "H", "H", "C", "C", "C", "O", "C", "H", "H", "H", "H", "H", "H", "H", "H"],
  "xyz": [[-3.6456, -8.4154, -0.7171], [-2.8575, -8.0885, 0.4143], [-1.4709, -8.2078, 0.2082], [-0.8553, -9.2469, -0.5284], [-0.2413, -6.8967, 1.0095], [-0.6173, -7.5009, 3.1066], [-1.8431, -8.3112, 3.2918], [-0.6442, -6.3417, 4.0276], [0.6427, -8.4828, 3.6013], [0.5145, -6.4255, -0.4964], [0.4344, -5.0081, -0.4615], [-1.0839, -4.7453, -0.0904], [-1.3621, -3.0101, 0.3199], [-1.9164, -5.0583, -1.7753], [-1.5965, -3.6129, -3.0741], [-1.4749, -5.6511, 0.9005], [-4.0215, -7.5364, -1.2632], [-3.1534, -9.0826, -1.4440], [-4.5326, -8.9615, -0.3482], [-1.0097, -9.0745, -1.4559], [0.7770, -7.9381, 1.0814], [0.6504, -5.9542, 1.6297], [0.6129, -4.5773, -1.4639], [1.1868, -4.4859, 0.1472], [-3.3005, -5.3400, -1.6051], [-1.2860, -6.2337, -2.2820], [-5.3753, -2.2310, 2.7283], [-5.8782, -0.9287, 2.1290], [-4.8610, -0.6731, 1.0315], [-4.4130, -1.9533, 0.5827], [-4.8635, -2.9610, 1.4978], [-6.1373, -2.7919, 3.2693], [-4.5483, -2.0297, 3.4146], [-6.8699, -1.0788, 1.6916], [-5.9428, -0.1100, 2.8474], [-3.9922, -0.1249, 1.4146], [-5.2802, -0.1163, 0.1911], [-5.6650, -3.5281, 1.0099], [-4.0427, -3.6436, 1.7224], [-3.6182, 4.0110, 3.8299], [-4.7413, 2.9905, 3.7445], [-5.3620, 3.3198, 2.3977], [-4.3079, 3.8230, 1.5709], [-3.1555, 4.0858, 2.3852], [-2.8199, 3.7302, 4.5162], [-4.0174, 4.9793, 4.1475], [-4.3237, 1.9799, 3.7273], [-5.4546, 3.0500, 4.5666], [-6.1235, 4.1028, 2.4912], [-5.8163, 2.4496, 1.9201], [-2.4063, 3.3187, 2.1690], [-2.7393, 5.0584, 2.1265], [4.7392, -2.3987, -2.9486], [3.8818, -1.6770, -1.9237], [2.7149, -2.6357, -1.7629], [3.2304, -3.9528, -1.9960], [4.5441, -3.8529, -2.5510], [5.7861, -2.0927, -2.9403], [4.3412, -2.2282, -3.9534], [4.4266, -1.5876, -0.9806], [3.5734, -0.6792, -2.2323], [1.9343, -2.4416, -2.5067], [2.2657, -2.5887, -0.7700], [5.2622, -4.1533, -1.7795], [4.6358, -4.5384, -3.3956], [1.6314, 6.6176, 1.2503], [0.8111, 7.3730, 2.2825], [-0.3902, 6.4590, 2.4549], [0.0706, 5.1230, 2.2218], [1.3866, 5.1752, 1.6516], [2.6886, 6.8835, 1.2481], [1.2318, 6.7991, 0.2498], [1.3663, 7.4435, 3.2223], [0.5360, 8.3818, 1.9737], [-1.1677, 6.6830, 1.7152], [-0.8302, 6.5251, 3.4521], [2.1009, 4.8516, 2.4177], [1.4458, 4.4888, 0.8079], [0.9653, 5.2514, -3.9904], [-0.0606, 6.1879, -3.3751], [-0.2412, 5.5878, -1.9912], [1.0118, 4.9871, -1.6385], [1.8502, 4.9308, -2.7981], [1.5172, 5.6884, -4.8225], [0.4732, 4.3428, -4.3466], [0.3565, 7.1962, -3.2956], [-0.9930, 6.2490, -3.9354], [-1.0044, 4.8036, -1.9931], [-0.5123, 6.3327, -1.2403], [2.6439, 5.6779, -2.6799], [2.3102, 3.9439, -2.8672], [7.2750, 2.6136, -2.3612], [6.4178, 3.3321, -1.3332], [5.2522, 2.3710, -1.1724], [5.7695, 1.0562, -1.4069], [7.0835, 1.1593, -1.9652], [8.3207, 2.9207, -2.3550], [6.8747, 2.7848, -3.3645], [6.9638, 3.4203, -0.3898], [6.1057, 4.3303, -1.6400], [4.4702, 2.5657, -1.9148], [4.8044, 2.4136, -0.1787], [7.8035, 0.8589, -1.1960], [7.1746, 0.4760, -2.8112]],
  "lowdin_charge": [-0.101, -0.013, -0.613, 0.095, 0.550, 0.617, -0.385, -0.398, -0.300, -0.342, -0.354, -1.003, 0.632, 0.404, 0.048, -0.325, 0.068, 0.083, 0.094, 0.080, 0.011, 0.054, 0.069, 0.103, -0.017, 0.004, -0.169, -0.185, -0.213, -0.175, -0.207, 0.111, 0.117, 0.112, 0.096, 0.117, 0.116, 0.117, 0.106, -0.171, -0.177, -0.208, -0.137, -0.197, 0.114, 0.113, 0.110, 0.111, 0.115, 0.107, 0.124, 0.093, -0.177, -0.178, -0.204, -0.141, -0.206, 0.103, 0.113, 0.114, 0.107, 0.119, 0.112, 0.116, 0.114, -0.172, -0.172, -0.220, -0.142, -0.194, 0.114, 0.093, 0.113, 0.111, 0.108, 0.117, 0.118, 0.107, -0.172, -0.172, -0.196, -0.159, -0.200, 0.111, 0.118, 0.113, 0.113, 0.125, 0.109, 0.117, 0.111, -0.177, -0.175, -0.198, -0.147, -0.204, 0.110, 0.114, 0.114, 0.109, 0.109, 0.120, 0.118, 0.114],
  "e_above_lowest_kj_mol": 44.8,
  "total_charge": -1,
  "e_homo_ev": -5.5,
  "homo_lumo_gap_ev": 7.27
}